1.
{
  "formula": "C8H12FIN2",
  "method": "ωB97M-V with the def2-TZVPD basis set",
  "molar_mass_da": 282.10,
  "de_lowest_kcal_mol": 70.01,
  "e_lumo_ha": [-0.00866, -0.00858],
  "homo_energy_ev": [-7.14, -7.14],
  "homo_lumo_gap_ev": [6.9, 6.9],
  "symbols": ["C", "C", "C", "C", "C", "C", "C", "C", "N", "N", "F", "I", "H", "H", "H", "H", "H", "H", "H", "H", "H", "H", "H", "H"],
  "xyz": [[-0.08, -0.89, -0.94], [-1.70, -0.95, 0.60], [0.37, -0.41, 0.35], [1.37, 1.75, 0.34], [2.51, -0.35, -0.66], [-1.88, -2.22, -1.79], [1.74, 0.22, 0.56], [-2.69, 0.23, 0.85], [-0.57, -0.56, 1.25], [-1.27, -1.42, -0.89], [-2.27, 1.28, 0.14], [-4.90, 0.09, 0.18], [0.56, -0.86, -1.76], [-2.28, -1.81, 1.02], [0.36, 2.15, 0.74], [1.33, 1.95, -0.78], [2.02, 2.44, 0.84], [3.59, -0.16, -0.47], [2.20, 0.09, -1.63], [2.45, -1.45, -0.76], [-1.14, -2.20, -2.60], [-2.83, -2.69, -1.73], [2.22, -0.15, 1.45], [-2.52, 0.30, 1.96]]
}

2.
{
  "formula": "C8H12N2",
  "method": "ωB97M-V with the def2-TZVPD basis set",
  "molar_mass_da": 136.20,
  "de_lowest_kcal_mol": 101.68,
  "e_lumo_ha": [-0.00443, -0.00457],
  "homo_energy_ev": [-7.04, -7.04],
  "homo_lumo_gap_ev": [6.9, 6.9],
  "symbols": ["C", "C", "C", "C", "C", "C", "C", "C", "N", "N", "H", "H", "H", "H", "H", "H", "H", "H", "H", "H", "H", "H"],
  "xyz": [[-2.37, 3.01, 1.51], [-0.15, -0.34, 0.28], [-0.33, -1.65, -0.16], [-1.32, 3.08, 0.57], [-1.06, 0.77, 0.35], [1.28, -3.10, -1.47], [0.82, 2.15, 0.00], [0.79, -2.67, -0.03], [-3.21, 3.08, 2.31], [-0.63, 1.99, 0.29], [0.87, -0.25, 0.41], [-1.23, -1.88, -0.62], [-0.92, 4.14, 0.33], [-2.06, 0.43, 0.57], [0.46, -2.87, -2.13], [1.55, -4.10, -1.51], [2.11, -2.48, -1.71], [1.19, 1.30, -0.48], [0.96, 3.11, -0.43], [1.47, 2.19, 0.86], [0.23, -3.53, 0.45], [1.56, -2.36, 0.63]]
}

3.
{
  "formula": "C8H12N2",
  "method": "ωB97M-V with the def2-TZVPD basis set",
  "molar_mass_da": 136.20,
  "de_lowest_kcal_mol": 101.02,
  "e_lumo_ha": 0.00936,
  "homo_energy_ev": -8.69,
  "homo_lumo_gap_ev": 8.9,
  "smiles": "C=C(C)CNC.C#CC#N",
  "symbols": ["C", "C", "C", "C", "N", "C", "H", "H", "H", "H", "H", "H", "H", "H", "H", "H", "H", "C", "C", "C", "N", "H"],
  "xyz": [[-2.32, -0.13, 0.30], [-1.11, 0.44, 0.30], [0.12, -0.29, 0.73], [-0.88, 1.82, -0.22], [-0.06, 2.58, 0.71], [0.22, 3.96, 0.31], [-2.52, -1.14, 0.65], [-3.16, 0.43, -0.14], [0.59, -0.69, -0.20], [0.86, 0.35, 1.18], [-0.14, -1.10, 1.40], [-0.39, 1.74, -1.22], [-1.88, 2.31, -0.36], [0.84, 2.12, 0.73], [-0.73, 4.50, 0.28], [0.70, 4.06, -0.67], [0.86, 4.45, 1.07], [2.60, -6.04, -1.41], [1.87, -5.16, -0.99], [0.97, -4.16, -0.49], [0.27, -3.23, -0.24], [3.28, -6.82, -1.73]]
}

4.
{
  "formula": "C8H12N2O3",
  "method": "ωB97M-V with the def2-TZVPD basis set",
  "molar_mass_da": 184.19,
  "de_lowest_kcal_mol": 25.22,
  "e_lumo_ha": 0.02714,
  "homo_energy_ev": -8.95,
  "homo_lumo_gap_ev": 9.7,
  "smiles": "O=C(O)CCCCOn1ccnc1",
  "symbols": ["O", "C", "O", "C", "C", "C", "C", "O", "N", "C", "C", "N", "C", "H", "H", "H", "H", "H", "H", "H", "H", "H", "H", "H", "H"],
  "xyz": [[-2.85, 0.43, -0.29], [-2.00, 0.68, -1.10], [-1.60, -0.19, -2.03], [-1.23, 1.98, -1.16], [-0.11, 1.95, -0.11], [1.03, 1.01, -0.50], [1.92, 0.67, 0.69], [1.23, -0.05, 1.71], [0.74, -1.27, 1.30], [-0.58, -1.56, 1.13], [-0.60, -2.86, 0.72], [0.66, -3.35, 0.62], [1.45, -2.37, 0.98], [-2.08, -1.03, -1.94], [-0.80, 2.10, -2.16], [-1.92, 2.79, -0.94], [0.28, 2.96, 0.03], [-0.54, 1.63, 0.85], [0.62, 0.09, -0.91], [1.64, 1.47, -1.27], [2.79, 0.10, 0.35], [2.26, 1.57, 1.20], [-1.36, -0.86, 1.33], [-1.45, -3.48, 0.48], [2.52, -2.42, 1.02]]
}

5.
{
  "formula": "C8H12N2O3S",
  "method": "ωB97M-V with the def2-TZVPD basis set",
  "molar_mass_da": 216.26,
  "de_lowest_kcal_mol": 97.25,
  "e_lumo_ha": [-0.05052, -0.05056],
  "homo_energy_ev": [-8.60, -8.60],
  "homo_lumo_gap_ev": [7.2, 7.2],
  "symbols": ["C", "C", "C", "C", "C", "C", "C", "C", "N", "N", "O", "O", "O", "S", "H", "H", "H", "H", "H", "H", "H", "H", "H", "H", "H", "H"],
  "xyz": [[3.13, 0.87, -3.74], [2.40, 1.56, -2.74], [2.81, -0.52, -3.87], [1.41, 0.97, -2.02], [1.90, -1.17, -3.13], [1.14, -0.39, -2.18], [-3.00, -0.86, 2.70], [-1.18, -0.36, 4.20], [0.13, -1.05, -1.52], [-1.99, 0.04, 3.05], [-2.09, 1.27, 0.86], [-0.18, 1.51, 2.37], [-0.39, -0.47, -0.54], [-0.91, 0.47, 1.78], [3.76, 1.18, -4.53], [2.45, 2.65, -2.53], [3.22, -1.02, -4.71], [0.70, 1.64, -1.59], [1.62, -2.15, -3.30], [-3.75, -0.67, 3.47], [-3.36, -0.64, 1.71], [-2.69, -1.87, 2.60], [-1.35, 0.20, 5.10], [-1.22, -1.53, 4.31], [-0.19, -0.15, 3.94], [-2.37, 0.52, 0.32]]
}

6.
{
  "formula": "C8H12N2PTm",
  "method": "ωB97M-V with the def2-TZVPD basis set",
  "molar_mass_da": 336.11,
  "de_lowest_kcal_mol": 2.82,
  "e_lumo_ha": [-0.01635, -0.01673],
  "s_squared": 2.03,
  "homo_energy_ev": [-4.89, -5.41],
  "homo_lumo_gap_ev": [4.4, 5.0],
  "multiplicity": 3,
  "symbols": ["C", "C", "C", "C", "C", "Tm", "P", "H", "H", "H", "H", "H", "H", "H", "H", "N", "C", "C", "N", "C", "H", "H", "H", "H"],
  "xyz": [[-1.57, 0.49, -1.93], [-1.65, 1.73, -2.57], [-0.35, 2.29, -2.72], [0.63, 1.40, -2.19], [0.01, 0.28, -1.65], [-1.53, -1.57, 1.19], [0.26, -3.37, 0.11], [-2.35, -0.24, -1.68], [-2.58, 2.20, -2.90], [-0.14, 3.25, -3.19], [0.47, -0.63, -1.25], [1.71, 1.58, -2.20], [1.68, -3.14, 0.11], [0.13, -3.81, -1.26], [0.29, -4.69, 0.71], [0.94, 1.34, 2.54], [0.66, 0.26, 3.36], [0.01, -0.68, 2.59], [-0.09, -0.11, 1.27], [0.48, 1.08, 1.29], [1.44, 2.20, 2.79], [0.92, 0.22, 4.40], [0.05, -1.79, 2.73], [0.57, 1.73, 0.45]]
}

7.
{
  "formula": "C8H12N3",
  "method": "ωB97M-V with the def2-TZVPD basis set",
  "molar_mass_da": 150.21,
  "de_lowest_kcal_mol": 185.67,
  "e_lumo_ha": [-0.17473, -0.17482],
  "total_charge": 1,
  "homo_energy_ev": [-11.72, -11.72],
  "homo_lumo_gap_ev": [7.0, 7.0],
  "symbols": ["C", "C", "C", "C", "C", "C", "C", "C", "N", "N", "N", "H", "H", "H", "H", "H", "H", "H", "H", "H", "H", "H", "H"],
  "xyz": [[-2.52, -0.51, 1.06], [-1.56, 0.82, -0.92], [-0.31, -1.02, 0.65], [-2.38, 0.32, -0.02], [-0.33, 1.20, -1.61], [0.97, 0.50, -1.16], [1.31, 0.57, 0.39], [2.00, -1.78, 1.04], [-1.30, -0.83, 1.44], [-2.99, 0.94, -1.27], [1.05, -0.68, 1.14], [-3.39, -0.82, 1.59], [-0.34, 0.86, -2.56], [-0.38, 2.32, -1.64], [1.06, -0.64, -1.49], [1.87, 1.08, -1.74], [2.36, 0.89, 0.51], [0.66, 1.30, 0.82], [1.35, -2.68, 0.99], [2.70, -1.64, 0.27], [2.63, -1.78, 1.91], [-3.39, 1.82, -1.47], [0.91, -0.29, 2.09]]
}

8.
{
  "formula": "C8H12N3S",
  "method": "ωB97M-V with the def2-TZVPD basis set",
  "molar_mass_da": 182.27,
  "de_lowest_kcal_mol": 22.16,
  "e_lumo_ha": -0.11656,
  "total_charge": 1,
  "homo_energy_ev": -12.16,
  "homo_lumo_gap_ev": 9.0,
  "smiles": "CC(C)(N)c1[nH+]cc2sccn12",
  "symbols": ["C", "C", "C", "N", "C", "N", "C", "C", "S", "C", "C", "N", "H", "H", "H", "H", "H", "H", "H", "H", "H", "H", "H", "H"],
  "xyz": [[-2.12, 0.64, 0.22], [-0.67, 1.08, 0.14], [-0.61, 2.14, 1.31], [-0.37, 1.45, -1.19], [0.36, -0.05, 0.47], [0.90, -0.48, 1.59], [1.75, -1.53, 1.45], [1.58, -1.92, 0.13], [2.14, -3.18, -0.89], [1.17, -2.47, -2.22], [0.46, -1.36, -1.86], [0.75, -1.03, -0.52], [-2.69, 1.42, 0.73], [-2.48, 0.49, -0.75], [-2.31, -0.25, 0.81], [-1.22, 1.66, 2.14], [-0.88, 3.07, 0.97], [0.51, 2.35, 1.60], [-1.05, 1.88, -1.81], [0.58, 1.94, -1.41], [0.87, 0.05, 2.49], [2.54, -1.92, 2.10], [1.03, -3.07, -3.04], [-0.24, -0.91, -2.46]]
}